89
Properties=species:S:1:pos:R:3:forces:R:3:mulliken_charge:R:1 method="wB97M-V/def2-TZVPD" charge=-1 total_energy_ev=-51218.8445 homo_energy_ev=-4.66 orbital_gap_ev=7.290
B -0.006 -0.518 -0.208 4.85 6.22 4.00 -0.24
H -0.990 -0.501 -0.651 -1.04 0.63 -1.30 0.42
H 0.107 0.205 0.586 3.40 -1.11 1.59 -2.42
H 0.200 -1.545 0.053 1.20 -3.87 -11.15 0.43
H 0.709 -0.248 -0.969 -0.07 6.11 -1.98 0.15
O 3.976 3.119 2.488 -2.00 -1.60 0.04 -0.72
C 2.929 2.451 2.554 2.76 2.97 0.60 0.24
O 2.538 1.686 1.582 -0.58 -1.46 -1.61 -0.50
C 1.248 1.046 1.794 -0.17 2.20 3.30 1.21
C 1.057 1.261 3.313 -0.93 1.76 1.09 -0.34
C 1.920 2.513 3.643 0.45 -1.15 -0.39 -0.44
H 1.030 0.026 1.477 2.19 1.92 1.39 1.04
H 0.454 1.515 1.214 1.98 1.36 1.51 -0.71
H 1.277 0.490 4.051 0.22 -0.42 -0.84 0.43
H 0.046 1.585 3.560 -0.29 -0.50 -0.18 0.05
H 2.478 2.457 4.578 -0.41 0.22 0.13 0.34
H 1.423 3.473 3.506 -0.19 -0.03 0.31 0.30
O -0.537 4.793 -1.962 1.80 -2.91 0.53 -0.71
C -0.021 3.673 -1.792 -0.46 3.08 -1.63 0.41
O -0.015 3.043 -0.634 2.36 1.38 0.84 -0.56
C 0.705 1.818 -0.657 0.52 1.91 -2.95 1.47
C 0.857 1.469 -2.175 1.54 0.79 1.64 -0.40
C 0.689 2.800 -2.834 -0.70 1.17 0.06 -0.78
H 0.062 1.099 -0.149 1.16 3.19 -1.70 0.13
H 1.698 1.965 -0.234 -0.59 0.16 0.11 1.22
H 0.100 0.718 -2.399 3.41 2.23 0.74 -1.21
H 1.880 1.144 -2.366 -0.22 -0.63 -0.02 0.56
H 0.134 2.824 -3.771 -0.06 -0.05 -0.05 0.26
H 1.639 3.304 -3.014 0.13 -0.09 -0.14 0.33
N -1.510 0.500 0.649 -12.12 6.58 4.71 0.77
C -1.535 1.601 1.460 -3.63 0.63 1.61 -0.68
C -2.902 1.986 1.655 1.82 -0.86 -0.02 -1.47
C -3.678 1.111 0.874 0.28 -1.02 0.17 -0.91
C -2.841 0.199 0.259 0.23 2.19 0.95 -0.38
H -0.736 -0.028 0.272 -7.34 4.27 5.34 0.20
H -0.638 1.998 1.912 -1.34 0.27 -0.03 0.44
H -3.366 2.800 2.192 0.57 0.14 0.19 0.33
H -4.752 1.180 0.782 0.06 -0.12 -0.24 0.35
H -3.013 -0.502 -0.544 -0.32 -0.13 0.56 0.35
N 0.147 -1.183 -2.040 0.46 -8.06 -12.49 0.77
C -0.274 -0.649 -3.238 0.49 -3.17 -2.17 -0.08
C -0.236 -1.633 -4.182 0.71 -0.72 -0.39 -1.25
C 0.335 -2.821 -3.598 -0.05 1.78 1.21 -0.78
C 0.604 -2.451 -2.258 -0.30 -1.81 -3.89 -0.44
H 0.199 -0.794 -1.110 1.04 -3.51 -10.74 0.11
H -0.655 0.361 -3.263 0.98 -3.22 -2.97 0.34
H -0.450 -1.566 -5.239 -0.20 0.31 0.03 0.49
H 0.480 -3.723 -4.174 0.30 -0.15 0.45 0.43
H 1.086 -3.067 -1.514 -0.84 0.06 -1.20 0.54
N 1.996 -0.633 -0.216 11.63 -1.97 -0.59 0.88
C 2.241 -2.000 -0.213 -1.42 1.18 -0.57 0.92
C 3.550 -2.229 -0.149 1.13 -1.28 0.03 -1.34
C 4.178 -0.990 -0.101 0.60 3.48 -0.80 -1.29
C 3.218 0.039 -0.245 0.20 -3.15 -0.02 -0.42
H 1.085 -0.200 -0.253 5.49 2.55 2.50 -0.43
H 1.348 -2.608 -0.237 1.37 -0.35 1.11 -0.14
H 4.042 -3.188 -0.094 -0.11 0.03 0.03 0.44
H 5.228 -0.743 -0.049 0.12 -0.39 -0.07 0.45
H 3.198 1.102 -0.434 0.82 -0.46 0.30 0.66
N -1.222 -2.135 -0.124 -7.33 -8.91 0.46 2.13
C -1.957 -2.010 1.031 -2.69 -1.68 -3.07 -0.38
C -2.729 -3.155 1.157 -0.36 0.73 -0.76 -0.74
C -2.464 -3.979 0.017 0.59 0.25 -0.40 -1.05
C -1.512 -3.336 -0.768 -1.83 -0.25 1.76 -0.43
H -0.622 -1.415 -0.500 -5.85 -6.36 -1.82 -1.50
H -1.976 -1.076 1.571 -0.37 -1.16 -0.17 0.46
H -3.502 -3.218 1.909 0.07 -0.48 0.05 0.48
H -2.902 -4.930 -0.249 -0.12 0.01 0.21 0.43
H -1.124 -3.547 -1.754 -0.20 -0.14 0.46 0.43
N 0.545 -1.519 1.597 1.41 -4.15 10.88 1.39
C 1.788 -1.361 2.118 2.17 -2.95 3.13 0.75
C 1.847 -1.893 3.439 0.41 1.43 -3.25 -1.67
C 0.538 -2.287 3.639 -0.88 -1.12 2.83 -0.92
C -0.265 -2.081 2.569 1.70 0.05 1.72 -0.43
H 0.328 -1.312 0.633 2.94 2.00 9.87 -1.04
H 2.561 -1.007 1.452 0.14 -0.07 2.04 0.32
H 2.691 -1.969 4.108 -0.04 0.13 -0.13 0.43
H 0.259 -2.651 4.617 -0.58 -0.28 -0.05 0.38
H -1.323 -2.234 2.414 1.92 -0.57 1.84 -0.05
C -1.756 0.697 -2.088 -4.53 1.74 -1.18 0.14
C -2.878 1.600 -1.745 -1.46 1.91 0.70 0.02
O -4.063 1.419 -2.016 1.01 -0.57 -0.70 -0.72
C -2.474 2.884 -1.080 -1.55 -0.59 0.09 -1.89
H -1.159 0.335 -1.251 -1.26 1.88 -2.20 0.24
H -1.110 1.244 -2.774 -2.31 1.90 0.93 0.73
H -2.247 -0.093 -2.658 0.11 -0.18 0.36 1.06
H -1.578 2.722 -0.481 -1.94 0.36 -0.34 0.80
H -3.314 3.128 -0.429 0.15 0.53 -0.41 0.41
H -2.314 3.648 -1.841 -0.24 -0.10 0.20 0.45

86
Properties=species:S:1:pos:R:3:forces:R:3:mulliken_charge:R:1 method="wB97M-V/def2-TZVPD" charge=+2 relative_energy_ev=0.249 total_energy_ev=-82445.3742 homo_energy_ev=-14.04 orbital_gap_ev=7.725
Bi -0.806 -0.129 -0.547 0.22 0.14 -0.06 0.69
C 1.055 -2.986 -0.340 0.16 -0.16 -0.04 -0.75
O -0.012 -2.425 -1.116 0.12 0.22 0.35 -0.04
C -1.011 -3.389 -1.440 -0.14 -0.19 -0.09 -0.38
C -2.121 -2.652 -2.151 0.16 -0.46 -0.26 -0.90
O -2.526 -1.518 -1.388 -0.43 -0.39 -0.45 -0.39
C -3.622 -1.725 -0.492 -0.38 -0.10 0.45 -0.76
C -3.344 -2.751 0.596 0.17 0.04 -0.04 -0.71
O -2.061 -2.521 1.153 -0.13 0.22 -0.05 0.10
C -1.730 -3.482 2.150 0.07 0.00 0.17 -0.95
H 1.493 -3.830 -0.874 -0.03 0.02 -0.03 0.47
H 1.812 -2.213 -0.229 -0.03 0.01 -0.02 -0.01
H 0.694 -3.320 0.636 -0.02 0.08 -0.06 0.11
H -0.591 -4.151 -2.102 0.07 0.08 -0.02 0.53
H -1.365 -3.870 -0.527 0.12 0.01 -0.10 0.00
H -1.770 -2.275 -3.112 -0.09 -0.02 0.02 0.29
H -2.955 -3.336 -2.325 -0.08 0.16 -0.02 0.61
H -3.835 -0.748 -0.060 0.05 0.03 0.02 0.33
H -4.501 -2.046 -1.057 0.05 0.09 -0.06 0.40
H -4.119 -2.656 1.363 -0.06 -0.06 -0.04 0.56
H -3.392 -3.769 0.191 -0.05 -0.02 0.04 0.41
H -2.394 -3.398 3.014 0.00 0.01 -0.03 0.27
H -1.796 -4.500 1.754 -0.01 0.00 -0.04 0.44
H -0.704 -3.287 2.466 -0.07 0.04 0.03 0.18
Cl 0.588 2.635 -0.520 -0.03 0.39 -0.16 0.11
C 1.915 2.788 0.599 0.22 -0.24 0.46 0.22
C 2.793 3.846 0.486 -0.11 0.06 -0.17 -0.67
C 3.841 3.931 1.393 0.02 -0.02 0.04 -0.74
C 3.996 2.975 2.385 0.08 0.00 0.02 -0.82
C 3.100 1.921 2.493 -0.03 0.05 0.00 -1.12
C 2.035 1.827 1.604 -0.26 -0.05 -0.35 0.21
P 0.764 0.533 1.695 0.43 0.23 1.10 1.34
C 1.306 -0.566 3.039 -0.11 0.04 -0.23 0.44
C 0.917 -0.322 4.356 0.04 -0.05 -0.04 -0.54
C 1.366 -1.155 5.370 0.02 -0.01 0.05 -0.77
C 2.211 -2.218 5.080 -0.03 0.03 0.02 -0.64
C 2.619 -2.446 3.774 0.08 -0.06 -0.05 -0.85
C 2.164 -1.628 2.752 -0.02 0.04 0.02 -0.61
C -0.717 1.371 2.374 0.12 -0.14 -0.14 0.65
C -1.824 0.560 2.644 0.05 0.01 -0.07 -0.35
C -2.990 1.110 3.149 -0.06 0.00 0.03 -0.78
C -3.076 2.481 3.353 0.01 0.03 0.00 -0.73
C -1.981 3.291 3.089 -0.01 0.04 0.00 -0.79
C -0.799 2.741 2.615 0.07 -0.07 0.01 -1.03
H 2.661 4.591 -0.287 0.01 -0.03 0.00 0.56
H 4.538 4.755 1.319 0.00 -0.01 0.00 0.43
H 4.819 3.050 3.083 0.00 0.00 0.00 0.45
H 3.219 1.183 3.275 0.00 0.00 0.00 0.53
H 0.278 0.518 4.594 -0.04 -0.02 0.00 0.51
H 1.061 -0.964 6.390 0.01 -0.01 0.00 0.45
H 2.559 -2.865 5.874 0.01 0.01 0.01 0.44
H 3.304 -3.254 3.551 -0.03 -0.02 0.01 0.45
H 2.497 -1.805 1.736 0.03 0.04 0.04 0.61
H -1.763 -0.508 2.473 -0.03 -0.08 0.03 0.63
H -3.830 0.473 3.395 0.00 0.00 -0.04 0.51
H -3.991 2.918 3.730 0.01 -0.01 0.01 0.43
H -2.043 4.357 3.261 0.02 -0.01 0.03 0.48
H 0.062 3.378 2.469 0.03 0.04 -0.10 0.51
C -2.222 0.821 -4.627 0.10 0.11 0.15 -1.28
Si -1.275 1.610 -3.210 -0.20 0.12 -0.40 0.92
C -0.517 3.217 -3.811 -0.01 -0.20 0.08 -1.13
C -2.568 2.008 -1.855 0.26 -0.11 -0.08 -1.31
C -0.057 0.247 -2.577 -0.10 0.25 -0.11 0.83
Si 1.813 0.177 -3.028 0.11 -0.09 0.11 0.58
C 1.992 -1.469 -3.928 -0.01 0.26 0.02 -1.09
C 2.343 1.605 -4.118 -0.11 -0.20 0.05 -1.22
C 2.931 0.165 -1.494 -0.07 -0.03 -0.27 -0.14
H -2.952 1.523 -5.038 0.01 0.00 0.01 0.39
H -2.768 -0.073 -4.316 0.01 -0.01 0.02 0.26
H -1.549 0.542 -5.441 0.01 -0.01 0.01 0.37
H -1.313 3.958 -3.920 -0.03 -0.03 0.02 0.44
H -0.075 3.074 -4.799 0.00 0.01 0.03 0.36
H 0.248 3.642 -3.164 -0.03 0.00 0.02 0.30
H -3.206 2.810 -2.233 0.02 0.00 -0.07 0.58
H -2.180 2.375 -0.898 -0.06 0.04 0.00 0.53
H -3.235 1.160 -1.664 -0.02 0.01 0.03 0.28
H -0.455 -0.644 -3.079 0.05 -0.01 0.00 -0.01
H 1.424 -1.464 -4.862 0.00 0.00 0.00 0.33
H 1.624 -2.300 -3.321 0.00 0.01 0.05 0.16
H 3.033 -1.676 -4.181 0.00 0.02 0.00 0.44
H 1.745 1.668 -5.029 0.04 0.00 0.00 0.29
H 3.382 1.454 -4.419 0.00 -0.03 0.02 0.42
H 2.285 2.567 -3.607 0.00 -0.04 0.02 0.33
H 2.401 -0.038 -0.564 -0.02 -0.01 0.09 -0.59
H 3.451 1.117 -1.371 -0.05 0.02 0.02 0.37
H 3.701 -0.603 -1.605 -0.01 0.00 -0.03 0.56